1.
{
  "formula": "C7H12",
  "method": "ωB97M-V with the def2-TZVPD basis set",
  "elements": ["C", "C", "C", "C", "C", "C", "C", "H", "H", "H", "H", "H", "H", "H", "H", "H", "H", "H", "H"],
  "coordinates": [[-1.37483, 0.61430, -0.50055], [-1.14578, -0.94836, -0.47802], [0.14154, -1.09110, 0.36625], [1.38593, -0.67170, -0.40443], [1.18171, 0.85710, -0.53385], [-0.13749, 1.14564, 0.27266], [-0.04254, 0.08046, 1.36155], [-2.32839, 0.90817, -0.01797], [-1.48156, 0.96656, -1.49244], [-2.07319, -1.39847, -0.06893], [-0.91906, -1.34544, -1.48054], [0.32969, -2.05994, 0.85991], [2.30649, -0.99244, 0.07440], [1.45426, -1.13844, -1.39617], [1.13279, 1.22598, -1.53324], [1.92312, 1.50086, -0.04060], [-0.28472, 2.23323, 0.58444], [-0.92945, -0.11140, 1.99551], [0.81882, 0.29320, 2.01396]],
  "nbo_charge": [-0.41, -0.41, -0.22, -0.41, -0.42, -0.21, -0.41, 0.20, 0.20, 0.21, 0.20, 0.22, 0.21, 0.20, 0.21, 0.21, 0.22, 0.21, 0.20],
  "e_lumo_ev": 1.16,
  "smiles": "C1C[C@H]2CC[C@@H]1C2",
  "charge": 0,
  "e_homo_ev": -10.41,
  "gap_ha": 0.4251
}

***

2.
{
  "formula": "C7H12",
  "method": "ωB97M-V with the def2-TZVPD basis set",
  "elements": ["C", "C", "C", "C", "C", "C", "C", "H", "H", "H", "H", "H", "H", "H", "H", "H", "H", "H", "H"],
  "coordinates": [[1.56457, 0.48703, -1.34480], [0.08189, 0.63020, -1.35142], [-0.59749, -0.30560, -0.40806], [-1.40332, -1.21123, -0.96303], [0.19198, -1.35869, 1.58694], [-0.38314, -0.22634, 1.06792], [-0.46278, 1.15324, 1.78127], [1.82985, -0.05014, -2.33246], [1.94056, -0.17350, -0.54045], [2.20348, 1.43208, -1.35412], [-0.19279, 1.67812, -1.15789], [-0.53248, 0.40298, -2.24439], [-1.67455, -1.18207, -1.99996], [-1.62183, -2.02845, -0.26086], [0.59684, -1.59206, 2.54953], [0.05733, -2.23579, 0.87625], [0.30786, 1.83015, 1.79175], [-1.34506, 1.86545, 1.45104], [-0.56091, 0.88460, 2.85275]],
  "lowdin_spin": [0.01, 0.02, 0.14, 0.36, 0.29, 0.10, 0.01, 0.00, 0.00, 0.00, 0.01, 0.00, 0.02, 0.01, 0.02, 0.01, 0.00, 0.00, 0.00],
  "e_lumo_ev": [-4.31, -8.29],
  "charge": 1,
  "e_homo_ev": [-15.14, -15.06],
  "gap_ha": [0.3978, 0.2487],
  "multiplicity": 2
}

***

3.
{
  "formula": "C7H12Ag4BBr6F4O3",
  "method": "ωB97M-V with the def2-TZVPD basis set",
  "elements": ["Ag", "Ag", "Ag", "Ag", "C", "O", "O", "O", "B", "F", "F", "F", "F", "Br", "C", "C", "Br", "H", "H", "H", "H", "Br", "C", "C", "Br", "H", "H", "H", "H", "Br", "C", "C", "Br", "H", "H", "H", "H"],
  "coordinates": [[1.05168, -1.05971, -2.10970], [-2.70776, -2.60517, -1.34824], [-0.51494, -1.59945, 1.72649], [-2.16447, -0.41101, -4.05273], [-1.19632, -0.45562, -0.64000], [-2.09156, -0.90015, 0.10831], [-0.09340, -0.32243, -0.15530], [-1.38788, -0.60076, -1.87803], [0.47507, -3.95542, 1.10191], [0.99165, -3.01353, 0.21551], [1.04172, -5.15504, 0.68925], [0.71796, -3.50989, 2.35115], [-0.91356, -3.96007, 0.91847], [4.80297, 0.32543, -0.90079], [3.72332, -0.68021, 0.47195], [3.93980, -2.24846, 0.39739], [3.64606, -2.92148, -1.43879], [2.67344, -0.45140, 0.28894], [4.02288, -0.17148, 1.38822], [3.34446, -2.77794, 1.14124], [4.95994, -2.39923, 0.75050], [-0.84757, 4.02203, -0.43413], [0.78768, 3.05160, -1.04686], [0.54910, 2.49942, -2.48009], [2.14151, 1.42704, -3.07211], [1.10563, 2.29307, -0.33157], [1.62998, 3.74305, -1.02355], [0.24806, 3.33211, -3.11578], [-0.23815, 1.74556, -2.48298], [-5.77882, 3.05594, 1.21017], [-3.87213, 2.68707, 1.44885], [-3.58844, 1.36668, 2.27297], [-1.70285, 1.60753, 2.86376], [-3.50495, 3.58619, 1.94367], [-3.36377, 2.71288, 0.48500], [-3.67262, 0.52625, 1.58400], [-4.21385, 1.21661, 3.15300]],
  "nbo_charge": [0.84, 0.95, 0.93, 0.98, 0.94, -0.91, -0.84, -1.06, 1.30, -0.59, -0.54, -0.55, -0.58, -0.03, -0.42, -0.45, 0.02, 0.21, 0.24, 0.25, 0.23, 0.01, -0.44, -0.42, -0.01, 0.24, 0.24, 0.24, 0.20, 0.00, -0.46, -0.42, -0.02, 0.23, 0.22, 0.23, 0.24],
  "e_lumo_ev": -6.41,
  "charge": 1,
  "e_homo_ev": -12.26,
  "gap_ha": 0.2150
}

***

4.
{
  "formula": "C7H12BNO2",
  "method": "ωB97M-V with the def2-TZVPD basis set",
  "elements": ["C", "C", "C", "N", "C", "C", "C", "C", "B", "O", "O", "H", "H", "H", "H", "H", "H", "H", "H", "H", "H", "H", "H"],
  "coordinates": [[0.69593, -0.66212, -1.86493], [0.34830, -0.65070, -0.39023], [-0.34410, -1.99592, 0.21991], [-0.52351, 0.45214, -0.03749], [-1.68153, 0.75709, -0.61600], [-2.09258, 1.99055, -0.05207], [-1.30550, 2.34666, 1.01484], [-0.26288, 1.41295, 0.95286], [1.01734, 1.40522, 1.88889], [0.91795, 2.26788, 2.95398], [2.09592, 0.59310, 1.67215], [-0.26135, -0.40552, -2.27234], [1.15826, -1.63976, -2.22079], [1.40418, 0.02245, -2.13013], [1.22564, -0.62284, 0.39224], [-0.65279, -1.65482, 1.18961], [0.14897, -2.93025, 0.33186], [-1.23949, -2.27689, -0.35604], [-2.03669, 0.28685, -1.44901], [-3.12015, 2.36375, -0.22402], [-1.22829, 3.11752, 1.68514], [1.81018, 2.64859, 3.33726], [2.74305, 0.68770, 2.37184]],
  "nbo_charge": [-0.61, -0.04, -0.62, -0.31, -0.05, -0.30, -0.24, -0.23, 1.07, -0.90, -0.89, 0.21, 0.22, 0.22, 0.26, 0.21, 0.21, 0.19, 0.20, 0.21, 0.23, 0.49, 0.49],
  "e_lumo_ev": 0.24,
  "smiles": "CC(C)n1cccc1B(O)O",
  "charge": 0,
  "e_homo_ev": -7.89,
  "gap_ha": 0.2985
}

***

5.
{
  "formula": "C7H12BrN2O",
  "method": "ωB97M-V with the def2-TZVPD basis set",
  "elements": ["C", "C", "Br", "N", "C", "C", "N", "C", "C", "C", "O", "H", "H", "H", "H", "H", "H", "H", "H", "H", "H", "H", "H"],
  "coordinates": [[2.08955, -1.47785, 0.31306], [1.66587, -1.40700, -0.95135], [1.33716, -2.82972, -2.02167], [1.25560, -0.08446, -1.47731], [0.26073, 0.71547, -0.99552], [0.09290, 2.08483, -1.45655], [-0.43435, 0.33897, 0.17782], [-1.50727, 1.34573, 0.62450], [-0.79961, -1.03282, 0.45233], [-1.04747, -1.22676, 1.90425], [-0.96956, -1.89153, -0.35573], [2.27737, -2.32525, 0.91931], [2.41778, -0.54640, 0.71348], [1.54002, -0.01777, -2.49527], [0.08993, 2.79587, -0.56155], [-0.77222, 2.13942, -2.06478], [1.02682, 2.44608, -2.11804], [-2.07931, 1.84086, -0.18378], [-2.08420, 0.97243, 1.44794], [-0.87787, 2.06241, 1.19391], [-2.07437, -0.88582, 2.11113], [-0.92720, -2.32741, 2.08665], [-0.48031, -0.68928, 2.73716]],
  "nbo_charge": [-0.39, 0.01, 0.21, -0.56, 0.63, -0.72, -0.46, -0.43, 0.73, -0.76, -0.49, 0.25, 0.22, 0.45, 0.29, 0.27, 0.27, 0.24, 0.25, 0.23, 0.26, 0.27, 0.26],
  "e_lumo_ev": -4.40,
  "smiles": "C=C(Br)/[NH+]=C(/C)N(C)C(C)=O",
  "charge": 1,
  "e_homo_ev": -13.17,
  "gap_ha": 0.3221
}

***

6.
{
  "formula": "C7H12Cl2N2O2",
  "method": "ωB97M-V with the def2-TZVPD basis set",
  "elements": ["C", "C", "C", "C", "C", "O", "N", "N", "C", "Cl", "C", "O", "Cl", "H", "H", "H", "H", "H", "H", "H", "H", "H", "H", "H", "H"],
  "coordinates": [[0.14376, 1.22802, -1.57866], [0.35323, 1.10935, -0.00401], [1.05593, 2.39575, 0.56473], [1.37112, -0.11077, 0.17070], [0.66150, -1.44391, 0.31961], [0.76590, -1.99410, 1.62411], [0.17512, -1.96133, -0.74051], [-0.57253, -3.21049, -0.74733], [-0.92057, 0.85515, 0.74480], [-2.18686, 2.04460, 0.31497], [-1.57494, -0.45689, 0.56202], [-1.72095, -1.27632, 1.46409], [-2.49359, -0.62554, -1.00843], [-0.76875, 1.73028, -2.01873], [0.15378, 0.21055, -2.09254], [0.90816, 1.81044, -2.00947], [1.95440, 2.68601, 0.20903], [1.07639, 2.33182, 1.56992], [0.43098, 3.25600, 0.50573], [2.06330, 0.03990, 1.07968], [1.87978, -0.19312, -0.77677], [0.32061, -2.83000, 1.55412], [-1.12631, -3.31571, 0.02207], [-1.11224, -3.22524, -1.61241], [-0.83722, 0.94554, 1.88327]],
  "nbo_charge": [-0.64, -0.03, -0.60, -0.46, 0.49, -0.67, -0.32, -0.66, -0.34, -0.01, 0.58, -0.54, -0.08, 0.24, 0.24, 0.21, 0.22, 0.20, 0.22, 0.24, 0.25, 0.48, 0.35, 0.38, 0.27],
  "e_lumo_ev": 0.26,
  "smiles": "CC(C)(C/C(O)=N/N)[C@@H](Cl)C(=O)Cl",
  "charge": 0,
  "e_homo_ev": -9.16,
  "gap_ha": 0.3461
}

***

Short version: energy relative to the best compared isomer or geometry (same formula, charge and spin) = 0.7; 44.8; 48.9; 6.4; 50.2; 7.7 kcal per mole, in the order given.
Short version: calculated total energy = -7453.3990; -7442.5109; -461391.2609; -13716.5013; -82515.2509; -39571.5205 eV, in the order given.